Record 1
The following is a DFT calculation (ωB97M-V/def2-TZVPD) of an isolated ion of composition C8H10N7 and charge -1 in a non-equilibrium geometry.

Net charge = -1
Energy above the lowest of the compared OMol25 structures with the same formula, charge and spin = 0.000 eV
2S+1 = 1
Max |F| = 4.611 eV/Å
Orbital gap = 0.328 hartree

Geometry as XYZ:
```
25
Properties=species:S:1:pos:R:3:lowdin_charge:R:1
N -2.60 -0.22 -0.05 -0.035
N -3.29 1.80 0.12 -0.133
N 1.04 -2.29 -0.15 0.084
N -3.66 0.57 0.04 -0.123
N -1.97 1.88 0.09 -0.002
N -1.14 -2.27 -0.01 0.016
N -0.80 -3.57 -0.09 0.025
C 0.51 -3.53 -0.17 -0.276
C -0.03 -1.54 -0.05 -0.206
C 0.88 0.96 0.77 -0.250
C -1.55 0.62 -0.02 -0.378
C 0.95 0.99 -0.73 -0.245
C 0.59 2.26 -1.46 -0.073
C 1.93 0.22 1.57 -0.074
C -0.14 0.22 -0.05 -0.154
H 2.29 -0.63 1.00 0.049
H -2.07 -1.78 0.00 0.093
H 0.49 1.85 1.25 0.137
H 0.35 2.06 -2.51 0.072
H 1.50 -0.14 2.51 0.075
H 1.40 2.98 -1.42 0.068
H 1.11 -4.42 -0.25 0.082
H 1.74 0.40 -1.19 0.134
H 2.77 0.88 1.80 0.068
H -0.30 2.70 -0.99 0.047
```

=====

Record 2
The following is a DFT calculation (ωB97M-V/def2-TZVPD) of C28H40IrN3O7PS2Se2 as an isolated structure in a non-equilibrium geometry.

Net charge = -1
Energy above the lowest of the compared OMol25 structures with the same formula, charge and spin = 4.444 eV
2S+1 = 1
Max |F| = 3.316 eV/Å
Orbital gap (alpha / beta) = 0.199 / 0.200 hartree

Geometry as XYZ:
```
84
Properties=species:S:1:pos:R:3:lowdin_charge:R:1
Ir 0.28 -0.15 0.46 0.499
Se -1.52 -1.13 -1.47 0.682
Se -0.16 -1.19 -3.36 0.734
S -0.74 -0.57 2.68 0.294
S -1.82 2.69 3.21 0.282
P -0.58 1.21 3.60 -0.083
O -1.47 1.81 -5.28 -0.055
O -0.60 0.97 5.20 -0.338
O -1.33 1.77 0.20 -0.328
O 1.38 -1.05 -1.27 -0.395
O -4.70 -0.79 -4.82 -0.056
O 6.65 3.88 1.64 -0.092
O 0.95 1.70 3.38 -0.370
N 7.43 -1.42 0.12 0.024
N 6.67 -2.10 -0.64 0.048
N 2.38 -0.63 1.13 0.009
C -3.89 0.37 -4.72 -0.209
C -1.32 3.02 -0.47 -0.158
C 2.23 2.61 5.22 -0.039
C 5.70 4.68 0.97 -0.099
C 4.52 -1.53 0.44 -0.103
C -0.24 -0.28 7.18 -0.052
C 3.33 -2.14 -2.04 -0.017
C 7.96 0.50 1.44 -0.032
C 4.99 -1.37 1.75 -0.012
C -2.96 -0.13 -2.43 -0.412
C 4.65 -2.44 -1.83 -0.020
C -2.61 0.18 -3.88 -0.588
C -1.83 1.50 -3.94 -0.255
C -1.78 -0.96 -4.46 -0.482
C 2.87 -0.46 2.35 -0.125
C 7.75 1.81 1.82 -0.019
C 6.07 2.04 0.13 -0.014
C 3.18 -1.19 0.19 -0.145
C 2.26 3.65 2.92 -0.042
C 6.26 0.72 -0.23 -0.015
C -0.98 -0.25 5.85 -0.516
C 1.43 2.92 3.96 -0.491
C 7.20 -0.09 0.43 -0.323
C 4.16 -0.84 2.71 -0.023
C 6.80 2.59 1.18 -0.285
C -2.49 -0.28 6.04 -0.053
C 2.58 -1.45 -1.07 -0.363
C 5.32 -2.03 -0.66 -0.291
H -0.94 1.40 -3.31 0.085
H 1.61 2.08 5.94 0.063
H -2.99 -0.28 5.07 0.070
H 0.84 -0.31 7.01 0.076
H -3.59 0.72 -5.72 0.124
H -0.47 0.62 7.75 0.083
H 4.69 4.27 1.03 0.080
H -1.28 2.83 -1.54 0.052
H 2.58 3.55 5.67 0.080
H 5.67 0.31 -1.04 0.114
H 5.25 -2.89 -2.61 0.108
H 3.10 2.00 4.97 0.081
H 3.06 3.00 2.56 0.076
H 5.96 4.81 -0.09 0.093
H -3.84 -0.77 -2.39 0.068
H -1.47 -0.75 -5.49 0.077
H -4.18 -1.49 -5.22 0.074
H -0.68 -1.09 5.23 0.083
H 8.32 2.26 2.63 0.113
H -0.53 -1.16 7.75 0.077
H -0.45 3.63 -0.18 0.076
H -4.52 1.13 -4.26 0.133
H -2.81 0.61 6.59 0.085
H 1.63 3.93 2.08 0.079
H 5.99 -1.69 2.01 0.113
H 5.72 5.65 1.46 0.090
H 2.83 -2.37 -2.97 0.094
H -3.15 0.78 -1.86 0.069
H 2.21 0.00 3.07 0.073
H 8.70 -0.11 1.95 0.106
H 2.71 4.54 3.36 0.081
H -2.78 -1.18 6.59 0.078
H -1.57 1.95 1.13 -0.087
H 5.33 2.62 -0.40 0.104
H -0.62 2.26 -5.28 0.092
H 0.56 3.53 4.23 0.091
H -2.23 3.58 -0.25 0.081
H -2.46 2.30 -3.53 0.125
H 4.49 -0.71 3.73 0.105
H -2.34 -1.90 -4.43 0.062
```

=====

What is the formula in the second record? C28H40IrN3O7PS2Se2